(1)
{"formula": "C15H26InN", "method": "ωB97M-V with the def2-TZVPD basis set", "elements": ["In", "N", "C", "C", "C", "C", "C", "C", "C", "C", "C", "C", "C", "C", "C", "C", "C", "H", "H", "H", "H", "H", "H", "H", "H", "H", "H", "H", "H", "H", "H", "H", "H", "H", "H", "H", "H", "H", "H", "H", "H", "H", "H"], "positions_angstrom": [[0.33567, -0.90248, -0.44074], [-1.88785, -0.89009, 1.00648], [-2.86607, -1.09534, 1.55382], [-1.39251, 2.64228, 1.40434], [3.59132, -3.71180, -0.87407], [-0.63511, 1.89403, -0.95856], [1.67370, 2.15528, 1.96912], [1.61073, 1.51997, -0.52338], [-0.38135, 2.14901, 0.41834], [2.40264, -2.85205, -0.31249], [-1.90068, 2.16268, -1.67138], [0.97671, 1.92581, 0.66502], [1.39729, -2.35432, -1.38169], [3.07782, 1.38460, -0.79080], [0.57475, 1.47581, -1.56226], [-4.11971, -1.44238, 2.24198], [0.85911, 1.33609, -3.01342], [-4.08370, -2.47117, 2.62460], [-4.30522, -0.77412, 3.09021], [-2.36771, 2.23733, 1.18841], [1.84462, -1.73913, -2.20520], [-4.97457, -1.37044, 1.55897], [3.28895, 0.50363, -1.42378], [2.85061, -2.02261, 0.27468], [3.63350, 1.28272, 0.16318], [-0.07789, 1.23528, -3.58968], [4.08728, -3.13621, -1.65625], [1.39124, 2.22715, -3.42653], [1.05048, 1.78910, 2.80422], [-2.76279, 1.75579, -1.11284], [4.30503, -3.93988, -0.05900], [-1.09940, 2.35428, 2.40866], [1.86381, 3.23497, 2.15282], [-0.42990, -2.27307, -0.86407], [-1.90863, 1.72608, -2.67230], [3.49313, 2.27931, -1.31209], [1.85501, -3.50259, 0.42924], [-1.45561, 3.73041, 1.37392], [0.94528, -3.28049, -1.90170], [-2.08046, 3.24784, -1.79074], [3.20987, -4.64779, -1.29738], [1.49762, 0.45001, -3.22336], [2.64442, 1.64195, 2.00680]], "forces_ev_per_a": [[-1.78, 4.94, 0.82], [1.67, 0.59, -0.65], [-1.40, -0.63, 0.75], [0.69, -0.33, -0.27], [-0.69, 0.46, 0.10], [0.09, -0.51, -1.93], [0.01, 0.22, 0.55], [0.32, -0.28, -0.43], [0.64, 0.61, 1.83], [0.22, -0.73, 1.05], [-0.58, -0.11, -0.02], [-0.25, 0.28, 1.52], [3.72, -3.57, -2.44], [0.23, -0.13, 0.49], [-0.71, -1.48, -0.08], [-0.13, 0.02, 0.06], [0.19, -0.02, -1.01], [0.22, 0.26, -0.18], [0.20, -0.04, -0.21], [-0.40, -0.05, -0.07], [-0.18, -0.30, 0.49], [0.31, 0.05, 0.00], [-0.01, 0.43, 0.13], [-0.24, -0.20, -0.30], [-0.24, 0.05, -0.63], [0.53, -0.04, 0.20], [0.20, -0.18, 0.03], [-0.31, -0.58, 0.38], [0.38, 0.18, -0.25], [0.29, 0.25, -0.18], [-0.45, 0.16, -0.46], [-0.03, 0.06, 0.16], [-0.13, -0.61, -0.16], [-2.02, -1.49, -0.21], [0.00, 0.08, 0.14], [-0.45, -0.50, 0.24], [0.40, 0.72, -0.66], [-0.03, 0.12, -0.02], [0.10, 1.72, 0.91], [0.14, -0.33, 0.17], [0.14, 0.19, 0.08], [-0.34, 0.59, -0.01], [-0.33, 0.16, 0.08]], "charge": 2, "largest_force_ev_per_a": 5.71, "molar_mass_g_mol": 335.20, "orbital_gap_ev": [5.609, 6.604]}

=====

(2)
{"formula": "C35H42Br2N2PSe3Ti", "method": "ωB97M-V with the def2-TZVPD basis set", "elements": ["Br", "Br", "Se", "Se", "Se", "Ti", "P", "N", "N", "C", "C", "C", "C", "C", "C", "C", "C", "C", "C", "C", "C", "C", "C", "C", "C", "C", "C", "C", "C", "C", "C", "C", "C", "C", "C", "C", "C", "C", "C", "C", "C", "C", "C", "C", "H", "H", "H", "H", "H", "H", "H", "H", "H", "H", "H", "H", "H", "H", "H", "H", "H", "H", "H", "H", "H", "H", "H", "H", "H", "H", "H", "H", "H", "H", "H", "H", "H", "H", "H", "H", "H", "H", "H", "H", "H", "H"], "positions_angstrom": [[0.79346, 4.47347, -1.43303], [-1.90052, 4.01978, -2.99997], [0.42974, 1.28007, -2.63413], [0.47981, 0.23697, 0.36367], [-2.78042, 0.64062, -1.48068], [-0.92999, 2.02197, -0.66492], [-1.35314, 0.04052, -3.08118], [0.11312, -1.48662, 2.62113], [1.24183, 0.30798, 3.17987], [-1.48776, 0.93264, -7.01403], [1.59367, -3.28093, 0.66550], [-2.71441, 1.57479, 1.93775], [2.46479, -4.48694, 0.32401], [-2.84059, 0.80186, -7.30344], [0.37584, -3.68484, 1.49242], [0.17079, -2.29594, -3.00218], [-3.31821, 0.31478, -4.99960], [0.50791, -1.65932, 3.94380], [0.28725, -3.67783, -3.03641], [-0.56098, -2.52289, 1.82636], [4.00424, 0.80703, 1.58631], [-1.09955, -1.73126, -2.94703], [3.95871, 1.94186, 0.56375], [-2.11573, -3.90209, -2.95354], [0.30585, -2.70639, 4.84044], [3.55317, 1.22713, 2.98367], [1.76730, -0.36184, 5.57187], [2.05405, 1.52573, 3.09737], [1.22303, -0.51970, 4.29956], [0.86217, -2.55795, 6.09216], [-0.84878, -4.47472, -3.01780], [-2.24888, -2.52524, -2.91434], [-1.95858, 0.44739, -4.71705], [-3.39108, 3.24235, 0.33985], [-1.03627, 0.75712, -5.71657], [-1.48920, 2.22224, 2.09297], [1.57846, -1.40306, 6.45436], [-2.15701, 3.88166, 0.48030], [-0.03436, 4.27876, 1.80982], [-3.67671, 2.09895, 1.08422], [-0.26257, 5.03888, -2.96121], [-3.75312, 0.49360, -6.30189], [-1.20164, 3.41198, 1.40408], [0.57343, -0.30564, 2.19122], [4.49646, 1.65962, -0.34194], [0.30178, 4.84025, -3.86228], [-3.23398, -2.07576, -2.85614], [1.98601, -1.33105, 7.45361], [-0.26102, -3.58963, 4.57919], [-2.93743, 0.69458, 2.52721], [-4.02815, 0.08369, -4.21387], [-0.92809, -2.05969, 0.91229], [-1.41464, -2.87603, 2.40441], [-4.14393, 3.66941, -0.31100], [3.81445, 0.45318, 3.70772], [5.03031, 0.44508, 1.66013], [-0.49607, 6.08786, -2.83968], [1.05179, -1.66523, -3.02414], [-0.03309, 4.37703, 2.89583], [-0.21035, -4.42684, 0.94545], [1.90714, -5.20776, -0.27696], [-0.80141, 1.89065, 2.85998], [0.93473, 3.87421, 1.51226], [1.26859, -4.13160, -3.09401], [3.35069, -4.18828, -0.23570], [-4.80334, 0.38674, -6.53867], [4.09132, 2.13139, 3.27625], [-3.18587, 0.94227, -8.31923], [-0.12418, 5.27537, 1.38526], [-0.78315, 1.16551, -7.80098], [1.85812, 2.10979, 3.99615], [0.01817, 0.84835, -5.48716], [3.40576, -0.03979, 1.23136], [1.71699, 2.09148, 2.23188], [-2.00431, 4.84860, 0.02124], [0.74327, -3.34976, 6.81967], [2.19469, -2.55166, 1.22215], [0.71521, -4.16132, 2.41497], [-0.75093, -5.55170, -3.05590], [1.25991, -2.79173, -0.25565], [-4.65644, 1.64242, 1.02010], [2.31188, 0.52866, 5.85846], [2.79754, -4.99358, 1.23103], [-2.99896, -4.52659, -2.94695], [2.93322, 2.18957, 0.26734], [4.42823, 2.84528, 0.95880]], "forces_ev_per_a": [[0.03, -0.10, 0.16], [-0.11, 0.09, -0.02], [-0.28, -0.12, 0.30], [0.56, 0.06, -0.51], [0.31, 0.23, -0.29], [-0.63, -0.63, 0.32], [0.06, -0.28, -0.32], [-0.07, 0.05, -0.10], [0.08, -0.06, -0.12], [0.04, 0.00, -0.01], [-0.02, -0.09, 0.02], [-0.03, -0.02, -0.08], [-0.05, 0.09, 0.01], [0.02, 0.00, 0.00], [0.12, 0.18, 0.00], [-0.04, 0.07, 0.00], [0.05, 0.05, 0.03], [0.11, 0.07, 0.07], [0.11, -0.03, -0.01], [0.08, -0.30, -0.03], [-0.01, 0.12, -0.02], [0.06, 0.27, 0.13], [0.01, -0.07, 0.01], [-0.03, 0.04, -0.01], [-0.06, -0.04, 0.00], [-0.12, -0.09, -0.09], [0.06, 0.10, 0.03], [0.30, 0.07, 0.00], [-0.08, -0.15, 0.00], [-0.04, -0.04, 0.00], [-0.02, 0.01, 0.01], [0.07, -0.03, 0.05], [-0.03, 0.09, 0.28], [0.08, -0.04, -0.17], [-0.06, -0.04, 0.04], [0.16, 0.19, -0.07], [0.00, 0.04, -0.01], [0.05, 0.26, 0.35], [0.00, -0.03, -0.02], [0.00, 0.01, 0.08], [-0.13, -0.19, 0.01], [-0.06, -0.02, -0.01], [-0.01, 0.34, 0.13], [-0.31, 0.20, 0.15], [-0.05, 0.03, 0.00], [0.05, -0.05, -0.01], [-0.02, -0.05, -0.05], [0.00, 0.00, -0.02], [0.04, 0.00, -0.01], [0.02, -0.02, -0.01], [-0.04, -0.01, -0.04], [-0.06, 0.08, 0.00], [-0.04, 0.08, 0.02], [0.04, -0.03, -0.05], [0.01, 0.04, 0.06], [-0.02, -0.04, 0.01], [-0.01, 0.05, 0.05], [0.03, -0.05, -0.02], [0.04, 0.00, 0.00], [-0.03, -0.01, 0.04], [0.03, -0.01, 0.02], [0.03, -0.09, -0.09], [-0.01, -0.03, 0.01], [-0.03, 0.01, 0.01], [-0.01, -0.02, 0.00], [0.01, 0.03, 0.01], [-0.01, -0.01, 0.04], [0.00, -0.01, 0.01], [-0.01, 0.01, 0.00], [-0.01, 0.01, 0.01], [-0.13, 0.00, 0.00], [0.03, 0.02, -0.07], [0.04, -0.06, 0.01], [-0.07, -0.02, 0.01], [0.04, -0.03, -0.15], [-0.01, 0.03, -0.01], [-0.01, 0.03, -0.02], [-0.06, -0.06, 0.00], [0.01, 0.01, -0.01], [0.01, 0.04, 0.00], [0.03, -0.04, -0.04], [0.01, -0.05, 0.00], [0.01, -0.01, -0.03], [0.02, -0.01, 0.02], [-0.02, 0.03, 0.03], [0.01, -0.03, -0.02]], "relative_energy_kj_mol": 62.7, "charge": 3, "largest_force_ev_per_a": 0.95, "molar_mass_g_mol": 966.26, "orbital_gap_ev": 6.136}